(1)
Molecular formula: C5H11NO2
Method: DFT, the ωB97M-V functional and the def2-TZVPD basis

Structure (XYZ):
```
19
Properties=species:S:1:pos:R:3
C -1.943 0.764 0.864
N -0.905 -0.144 1.327
C 0.258 -0.319 0.435
C -0.081 -0.317 -1.089
C 0.593 -1.426 -1.868
O 1.217 -2.315 -1.345
C 1.332 0.671 0.849
O 2.031 1.304 -0.240
H -2.652 0.976 1.664
H -2.531 0.445 -0.002
H -1.464 1.704 0.593
H -1.290 -1.034 1.623
H 0.510 -1.373 0.574
H 0.149 0.674 -1.474
H -1.161 -0.391 -1.229
H 0.335 -1.542 -2.938
H 2.029 0.132 1.503
H 0.960 1.546 1.380
H 2.614 0.649 -0.627
```

Properties
multiplicity = 1
HOMO level = -8.92 eV
energy above the lowest of the compared OMol25 structures with the same formula, charge and spin = 48.8 kcal per mole
SMILES = CN[C@H](CO)CC=O


(2)
Molecular formula: C5H11NO2
Method: DFT, the ωB97M-V functional and the def2-TZVPD basis

Structure (XYZ):
```
19
Properties=species:S:1:pos:R:3
C -1.240 0.767 -0.627
C -1.069 -0.318 0.451
C 2.442 -0.448 1.844
C -1.807 0.185 -1.914
C 1.248 -0.458 0.950
O 1.534 -0.894 -0.288
O 0.026 1.346 -0.953
N 0.082 -0.068 1.332
H 0.899 -0.528 -0.929
H 0.339 1.740 -0.114
H -1.889 1.570 -0.261
H -0.992 -1.319 0.007
H -1.977 -0.353 1.066
H 2.403 0.420 2.506
H 2.455 -1.364 2.438
H 3.359 -0.391 1.250
H -1.819 0.941 -2.706
H -1.174 -0.632 -2.281
H -2.821 -0.198 -1.770
```

Properties
multiplicity = 1
HOMO level = -9.51 eV
energy above the lowest of the compared OMol25 structures with the same formula, charge and spin = 24.1 kcal per mole
SMILES = C/C(O)=N/C[C@H](C)O


(3)
Molecular formula: C5H11NO2
Method: DFT, the ωB97M-V functional and the def2-TZVPD basis

Structure (XYZ):
```
19
Properties=species:S:1:pos:R:3
O 0.345 1.132 2.712
C 0.540 0.403 1.754
N -0.522 -0.393 1.327
C -0.537 -1.009 0.018
C -0.356 -0.070 -1.190
C -1.369 1.048 -1.205
O -0.445 -0.882 -2.369
C 1.921 0.052 1.242
H -1.361 -0.265 1.862
H 0.174 -1.834 -0.084
H -1.524 -1.471 -0.108
H 0.669 0.322 -1.146
H -1.628 1.338 -2.212
H -2.208 0.766 -0.564
H -0.993 1.962 -0.730
H 0.421 -0.958 -2.720
H 2.425 0.867 0.724
H 1.944 -0.794 0.565
H 2.505 -0.215 2.122
```

Properties
multiplicity = 1
HOMO level = -9.55 eV
energy above the lowest of the compared OMol25 structures with the same formula, charge and spin = 18.1 kcal per mole
SMILES = CC(=O)NC[C@H](C)O


(4)
Molecular formula: C5H11NO2
Method: DFT, the ωB97M-V functional and the def2-TZVPD basis

Structure (XYZ):
```
19
Properties=species:S:1:pos:R:3
C 1.128 -0.087 0.217
C -0.436 1.793 -0.665
C 0.038 -2.252 -0.593
C -1.916 1.876 -0.413
C 0.811 -1.570 0.488
O -0.133 0.491 0.094
O 1.892 0.496 1.241
N 1.107 -2.177 1.547
H 1.319 0.587 2.014
H 1.729 0.019 -0.699
H 1.665 -1.621 2.197
H 0.145 2.596 -0.204
H -0.167 1.630 -1.712
H -0.255 -3.244 -0.263
H -0.843 -1.665 -0.843
H 0.653 -2.336 -1.490
H -2.511 1.773 -1.314
H -2.029 0.947 0.222
H -2.197 2.743 0.177
```

Properties
multiplicity = 1
HOMO level = -9.63 eV
energy above the lowest of the compared OMol25 structures with the same formula, charge and spin = 44.9 kcal per mole
SMILES = [H]/N=C(/C)[C@H](O)OCC


(5)
Molecular formula: C5H11NO2
Method: DFT, the ωB97M-V functional and the def2-TZVPD basis

Structure (XYZ):
```
19
Properties=species:S:1:pos:R:3
O 0.247 1.295 -2.368
C 1.047 1.563 -1.495
N 1.079 -1.774 -0.385
C 0.520 -1.513 0.723
C -0.240 -0.213 0.930
C -1.356 0.006 -0.035
O -1.718 -1.565 2.307
C 1.101 2.373 -0.328
H 1.116 -0.937 -0.971
H 0.543 -2.268 1.502
H -1.734 -1.819 3.243
H -0.889 -0.678 1.933
H 0.296 0.665 1.307
H -2.138 -0.728 0.130
H -1.648 1.028 0.206
H -1.081 0.075 -1.104
H 2.013 0.996 -1.474
H 2.101 2.622 -0.013
H 0.229 2.828 0.127
```

Properties
multiplicity = 1
HOMO level = -8.39 eV
energy above the lowest of the compared OMol25 structures with the same formula, charge and spin = 193.0 kcal per mole


(6)
Molecular formula: C5H11NO2
Method: DFT, the ωB97M-V functional and the def2-TZVPD basis

Structure (XYZ):
```
19
Properties=species:S:1:pos:R:3
C 0.129 -0.433 -0.743
C 1.320 -0.116 -0.234
C 2.040 1.222 -0.601
C 2.100 -1.083 0.631
C -2.887 0.406 0.950
N -3.402 -0.310 -0.296
O -2.899 0.041 -1.356
O -4.176 -1.233 -0.082
H -0.483 -1.267 -0.400
H -0.346 0.388 -1.152
H 3.049 1.094 -0.694
H 1.913 1.943 0.278
H 1.561 1.770 -1.484
H 1.273 -1.718 0.998
H 2.409 -0.547 1.492
H 2.745 -1.686 -0.013
H -2.950 -0.302 1.809
H -1.884 0.749 0.817
H -3.588 1.277 1.094
```

Properties
multiplicity = 1
HOMO level = -9.43 eV
energy above the lowest of the compared OMol25 structures with the same formula, charge and spin = 117.4 kcal per mole
SMILES = C[N+](=O)[O-].C=C(C)C


(7)
Molecular formula: C5H11NO2
Method: DFT, the ωB97M-V functional and the def2-TZVPD basis

Structure (XYZ):
```
19
Properties=species:S:1:pos:R:3
O 0.555 -0.950 -4.186
C 0.129 -0.969 -3.039
N 0.716 -1.686 -2.022
C 0.198 -1.792 -0.621
C 0.465 1.294 2.044
C -0.368 1.826 3.222
O -0.404 0.646 1.215
C -0.963 -0.143 -2.662
H 1.692 -1.935 -2.094
H 1.037 -2.321 -0.162
H -0.686 -2.460 -0.588
H 0.898 2.169 1.503
H -1.168 2.428 2.800
H -0.701 0.947 3.761
H 0.127 2.558 3.880
H 1.379 0.759 2.325
H -1.315 0.550 -3.422
H -0.150 -0.838 -0.265
H -1.440 -0.083 -1.689
```

Properties
charge = +1
multiplicity = 2
expectation value of S² = 0.756
HOMO level (alpha / beta) = -14.15 / -13.60 eV
energy above the lowest of the compared OMol25 structures with the same formula, charge and spin = 125.9 kcal per mole


(8)
Molecular formula: C5H11NO2
Method: DFT, the ωB97M-V functional and the def2-TZVPD basis

Structure (XYZ):
```
19
Properties=species:S:1:pos:R:3
O 1.385 -1.433 1.503
C 0.685 2.248 -0.765
O 1.145 3.448 -0.655
C -0.392 1.769 0.343
C 1.135 1.352 0.363
C -0.087 -2.010 -0.896
C -1.321 -2.212 -0.200
N -1.239 0.851 -0.129
H 0.441 1.980 -1.792
H -0.781 2.535 1.007
H 1.862 1.901 0.943
H 1.102 0.271 0.376
H 0.041 -2.203 -1.954
H 0.733 -1.888 -0.187
H -2.144 -2.549 -0.821
H -1.262 -2.172 0.878
H -0.904 -1.152 -0.840
H 1.707 -1.548 2.414
H -2.105 0.813 0.415
```

Properties
charge = +1
multiplicity = 2
expectation value of S² = 0.758
HOMO level (alpha / beta) = -12.71 / -12.64 eV
energy above the lowest of the compared OMol25 structures with the same formula, charge and spin = 202.1 kcal per mole


(9)
Molecular formula: C5H11NO2
Method: DFT, the ωB97M-V functional and the def2-TZVPD basis

Structure (XYZ):
```
19
Properties=species:S:1:pos:R:3
O 2.067 0.007 -1.665
C 1.129 0.688 -1.549
C -0.367 0.065 -1.332
C -0.327 -1.046 -0.300
C -1.532 -1.922 -0.185
C -2.319 -2.254 -1.192
N -1.235 1.072 -0.974
H 1.158 1.793 -1.600
H -0.596 -0.277 -2.355
H -0.197 -0.546 0.671
H 0.637 -1.560 -0.375
H -1.775 -2.228 0.832
H -3.196 -2.871 -1.220
H -2.027 -1.850 -2.163
H -1.760 0.994 -0.095
H -1.445 1.830 -1.611
H 3.525 2.505 5.686
H 4.600 2.722 4.624
O 3.659 2.878 4.803
```

Properties
charge = +1
multiplicity = 2
expectation value of S² = 0.757
HOMO level (alpha / beta) = -13.44 / -13.44 eV
energy above the lowest of the compared OMol25 structures with the same formula, charge and spin = 51.1 kcal per mole


(10)
Molecular formula: C5H11NO2P
Method: DFT, the ωB97M-V functional and the def2-TZVPD basis

Structure (XYZ):
```
20
Properties=species:S:1:pos:R:3
C -1.535 -2.618 0.057
C -1.388 -1.961 1.199
C 2.021 0.602 -1.305
C 0.396 2.056 -0.251
C 0.768 0.638 -0.584
N 0.887 -0.178 0.533
O -2.669 0.247 0.138
O -2.092 0.426 2.587
P -1.860 -0.206 1.283
H -1.081 -3.667 -0.010
H -1.853 -2.274 -0.991
H -0.691 -2.347 1.893
H 1.915 -0.267 -2.012
H 2.578 1.500 -1.671
H 2.856 0.186 -0.600
H 1.160 2.688 0.178
H -0.458 1.965 0.472
H 0.017 2.659 -1.053
H -0.041 0.198 -1.216
H 1.069 0.353 1.354
```

Properties
charge = -1
multiplicity = 1
HOMO level (alpha / beta) = -3.12 / -3.12 eV
energy above the lowest of the compared OMol25 structures with the same formula, charge and spin = 63.3 kcal per mole


(11)
Molecular formula: C5H11NO2S2
Method: DFT, the ωB97M-V functional and the def2-TZVPD basis

Structure (XYZ):
```
21
Properties=species:S:1:pos:R:3
C 0.094 -1.057 -0.005
C 1.156 -1.645 -0.961
C -0.213 0.425 -0.331
C -2.681 0.422 0.410
C -1.309 1.027 0.520
N 2.450 -1.068 -0.645
O 2.120 1.003 0.921
O 0.858 2.830 -0.071
S 2.922 -0.548 0.736
S 1.353 1.561 -0.492
H -0.836 -1.557 -0.241
H 0.182 -1.307 1.046
H 1.163 -2.697 -0.802
H 0.921 -1.566 -1.983
H -0.348 0.406 -1.359
H -3.280 0.702 -0.490
H -3.405 0.497 1.295
H -2.528 -0.726 0.372
H -1.027 0.947 1.525
H -1.416 2.134 0.393
H 3.822 0.219 0.162
```

Properties
multiplicity = 1
HOMO level = -8.66 eV
energy above the lowest of the compared OMol25 structures with the same formula, charge and spin = 90.2 kcal per mole


(12)
Molecular formula: C5H11NO2S2
Method: DFT, the ωB97M-V functional and the def2-TZVPD basis

Structure (XYZ):
```
21
Properties=species:S:1:pos:R:3
C 2.742 -0.061 -2.696
C 1.537 -0.426 -2.457
C -1.203 -1.194 2.001
C -1.701 1.153 1.063
C -0.721 0.101 1.401
N -0.287 -0.473 -0.332
O 1.349 1.374 -0.482
O -0.413 1.408 -2.079
S 0.886 0.498 2.112
S 0.540 0.606 -1.346
H 3.589 -0.334 -3.320
H 3.102 0.650 -1.946
H 0.978 -1.238 -2.891
H -0.404 -1.925 2.097
H -1.548 -1.042 3.048
H -2.024 -1.580 1.332
H -1.858 1.571 0.085
H -2.555 0.575 1.107
H -1.903 2.026 1.681
H 0.293 -1.268 -0.173
H 1.326 1.670 1.548
```

Properties
multiplicity = 1
HOMO level = -8.92 eV
energy above the lowest of the compared OMol25 structures with the same formula, charge and spin = 76.9 kcal per mole


(13)
Molecular formula: C5H11NO3
Method: DFT, the ωB97M-V functional and the def2-TZVPD basis

Structure (XYZ):
```
20
Properties=species:S:1:pos:R:3
C 1.161 -0.993 -0.500
C 2.005 0.165 -1.004
C -0.318 1.100 1.761
O -0.280 -0.052 2.125
H -0.153 1.908 2.493
H 1.382 -1.255 0.536
H 1.374 -1.896 -1.077
H 1.749 0.397 -2.036
H 3.065 -0.081 -0.956
H 1.847 1.059 -0.403
C -1.254 -1.915 -0.275
N -0.977 1.535 0.640
C -0.413 -0.764 -0.742
O -1.932 2.551 0.794
O -0.772 0.029 -1.585
H -1.400 3.346 0.996
H -0.705 1.461 -0.339
H -1.324 -1.867 0.811
H -2.255 -1.864 -0.699
H -0.798 -2.865 -0.539
```

Properties
multiplicity = 1
HOMO level = -9.61 eV
energy above the lowest of the compared OMol25 structures with the same formula, charge and spin = 85.0 kcal per mole
SMILES = CCC(C)=O.O=CNO